Record 1
Below is a 3-piece molecular cluster, C24H52BO7 overall in a non-equilibrium geometry, with properties calculated with ωB97M-V/def2-TZVPD.

Last column: Mulliken charge in e.
Positions of all 84 atoms, in Å:
C1 -0.015 -3.022 1.624  -0.9973
C2 -0.159 -1.447 1.125  0.2863
C3 -0.944 -0.629 2.352  -0.6066
C4 -0.706 0.978 2.015  -0.5756
C5 -1.724 1.343 0.755  -0.1419
C6 -2.199 2.939 0.880  -0.7485
C7 -3.139 3.205 2.209  -0.3151
C8 -4.755 3.170 1.875  -0.3001
C9 -5.572 2.497 3.170  -0.5580
C10 -6.954 1.840 2.582  -0.5148
C11 -7.014 0.175 2.738  0.0362
C12 -8.336 -0.304 1.896  -0.7563
B1 -8.202 -1.857 1.273  0.4348
C13 -7.129 -2.738 2.152  -0.8430
C14 -8.001 -1.900 -0.351  -0.5290
C15 -6.476 -2.121 -0.889  -0.4064
C16 -5.602 -0.720 -1.071  -0.2063
O1 -6.170 0.435 -0.362  -0.3086
H1 -0.978 -3.247 2.267  0.3416
H2 0.974 -3.166 2.237  0.2225
H3 0.053 -3.717 0.684  0.2661
H4 0.870 -0.925 0.930  -0.2382
H5 -0.851 -1.337 0.179  0.2144
H6 -0.532 -0.942 3.418  0.3206
H7 -2.072 -0.936 2.274  0.2283
H8 -0.875 1.645 2.965  0.2921
H9 0.417 1.084 1.701  0.2840
H10 -2.655 0.622 0.724  -0.0556
H11 -1.116 1.195 -0.256  0.2215
H12 -1.181 3.554 0.903  0.2845
H13 -2.814 3.291 -0.075  0.3366
H14 -2.940 2.350 2.998  0.1154
H15 -2.895 4.238 2.710  0.3233
H16 -5.071 4.302 1.697  0.2361
H17 -4.961 2.611 0.867  -0.0140
H18 -5.905 3.435 3.828  0.1979
H19 -4.901 1.770 3.796  0.3697
H20 -7.903 2.313 3.127  0.3696
H21 -7.083 2.136 1.436  0.0923
H22 -7.055 -0.053 3.890  0.3459
H23 -5.983 -0.199 2.282  -0.1831
H24 -9.248 -0.312 2.666  0.1063
H25 -8.667 0.465 1.046  0.1290
H26 -9.277 -2.344 1.487  -0.3192
H27 -7.151 -3.846 1.708  0.1424
H28 -6.018 -2.377 2.097  0.0709
H29 -7.559 -2.811 3.247  0.1104
H30 -8.690 -2.725 -0.870  0.1609
H31 -8.402 -0.862 -0.779  0.1047
H32 -5.834 -2.903 -0.302  0.2079
H33 -6.574 -2.558 -1.996  0.2977
H34 -4.444 -0.870 -0.827  -0.0587
H35 -5.625 -0.439 -2.231  0.3217
H36 -6.158 1.273 -0.928  0.1953
C17 2.677 -2.558 -1.194  -1.0503
C18 3.283 -1.165 -1.230  -0.0778
O2 4.641 -1.187 -0.775  -0.3654
C19 5.553 -1.648 -1.667  0.7573
O3 5.316 -2.030 -2.804  -0.5653
O4 6.770 -1.641 -1.071  -0.3400
C20 7.809 -2.200 -1.872  -0.5286
H37 2.787 -3.000 -0.199  0.2531
H38 1.615 -2.524 -1.454  0.3161
H39 3.180 -3.228 -1.897  0.4185
H40 2.730 -0.513 -0.547  0.1700
H41 3.214 -0.719 -2.228  0.3009
H42 7.850 -1.727 -2.859  0.2135
H43 7.664 -3.280 -1.967  0.2935
H44 8.762 -2.022 -1.366  0.2099
C21 12.900 2.669 -1.882  -1.0983
C22 13.010 1.574 -2.931  -0.1697
O5 11.761 0.894 -3.093  -0.3396
C23 10.824 1.550 -3.823  0.7062
O6 10.961 2.646 -4.347  -0.5615
O7 9.699 0.794 -3.845  -0.2493
C24 8.597 1.420 -4.500  -0.6710
H45 12.508 2.265 -0.944  0.2924
H46 13.876 3.125 -1.694  0.3554
H47 12.210 3.456 -2.201  0.3109
H48 13.737 0.827 -2.596  0.2896
H49 13.368 1.966 -3.889  0.3064
H50 8.869 1.754 -5.507  0.3038
H51 8.236 2.259 -3.899  0.3264
H52 7.793 0.685 -4.588  0.2020

Force components x, y, z for each atom (eV/Å):
0.0 0.8 -0.8
-0.9 -0.2 1.4
0.9 0.3 -0.9
-0.7 -1.2 0.0
0.4 1.0 0.0
0.3 -0.2 -0.2
-0.2 -0.3 -0.2
1.0 0.3 0.6
-1.0 1.8 -1.3
-0.3 -0.3 0.4
0.0 2.4 -1.0
-0.5 0.6 1.2
0.0 0.6 0.4
0.3 -1.8 0.2
0.1 0.3 -1.9
0.1 0.3 -1.4
0.2 -0.1 -1.9
0.7 0.4 -1.1
2.1 0.2 -1.3
-2.0 0.3 -1.0
-0.3 1.1 1.9
-1.9 -1.1 0.3
1.5 -0.4 1.8
-0.7 0.6 -2.3
2.1 0.8 0.3
0.1 -1.2 -1.9
-2.1 0.0 0.5
1.8 1.5 0.2
-1.4 0.3 2.1
-2.2 -1.1 0.1
1.4 -0.8 1.9
-0.2 1.8 -1.6
-0.3 -2.0 -0.9
0.4 -2.4 0.4
0.4 0.7 2.1
1.0 -2.1 -1.0
-1.3 1.3 -1.3
2.0 -1.1 -1.0
0.4 -0.8 2.5
0.1 0.2 -2.3
-2.3 0.6 1.0
1.8 0.2 -1.4
1.0 -1.3 1.8
-0.8 -0.5 0.0
0.2 2.0 1.0
-1.8 -0.7 0.5
1.3 0.1 -1.8
1.6 1.5 1.0
0.9 -2.1 0.5
-1.4 1.5 -0.8
0.5 0.9 2.2
-2.4 0.3 -0.1
0.1 -0.7 2.3
0.1 -2.2 0.9
0.2 -0.2 -0.1
-0.8 -0.2 -0.2
1.1 -0.1 -0.6
-0.5 -0.3 -0.3
0.4 0.6 1.5
-0.9 0.1 -0.4
0.5 -0.1 -0.2
-0.1 0.2 0.0
0.1 0.0 0.1
-0.1 0.2 0.0
0.4 0.0 0.0
0.2 -0.2 0.1
-0.1 -0.2 0.2
0.0 0.2 -0.1
-0.4 0.1 0.1
-0.2 0.2 0.0
0.5 0.4 0.2
-0.8 0.2 -0.7
0.1 0.6 0.0
-0.2 -1.6 0.7
1.0 0.4 0.0
-0.5 0.2 -0.3
0.2 -0.1 -0.1
-0.1 -0.1 0.0
0.2 -0.1 -0.1
-0.4 -0.1 -0.1
-0.3 0.0 0.1
0.0 0.0 0.3
0.1 0.0 -0.2
0.3 0.0 0.2

Computed properties:
**LUMO level**: 0.06023 Eh
**Spin multiplicity**: 1
**Molecular weight**: 463.48 g/mol
**Frontier orbital gap**: 0.2158 Eh
**E_tot**: -40734.09799 eV
**Total charge**: -1

***

Record 2
Below is C24H52O3P2Zr as an isolated structure in a non-equilibrium geometry, with properties calculated with ωB97M-V/def2-TZVPD.

Last column: Mulliken charge in e.
Positions of all 82 atoms, in Å:
Zr1 -0.077 -0.132 0.386  -0.6576
C1 -1.937 -0.577 -0.512  0.4179
O1 -2.955 -0.775 -1.103  -0.0639
C2 1.489 0.993 -0.411  0.8538
O2 2.469 1.590 -0.707  -0.1117
P1 0.968 -1.683 -1.578  1.7436
C3 0.835 -1.258 -3.381  -0.0036
H1 1.432 -2.003 -3.918  0.8433
C4 2.815 -1.932 -1.468  0.5765
H2 3.188 -0.898 -1.492  0.3501
C5 0.066 -3.318 -1.576  0.5673
H3 -0.949 -3.031 -1.892  0.5016
C6 -2.854 2.030 1.527  0.7374
P2 -1.217 2.261 0.697  1.5292
H4 -1.874 4.304 -0.416  0.9827
H5 -3.447 1.491 0.769  0.5975
C7 -0.353 3.656 1.575  0.5065
H6 -1.148 4.407 1.669  0.6808
C8 3.226 -2.551 -0.140  -1.1574
H7 4.310 -2.752 -0.125  0.5270
H8 2.716 -3.502 0.058  0.2086
H9 3.024 -1.867 0.693  0.1593
C9 3.500 -2.675 -2.617  -1.5411
H10 3.176 -3.718 -2.702  0.3121
H11 4.580 -2.704 -2.418  0.5040
H12 3.360 -2.195 -3.588  0.3546
C10 0.603 -4.311 -2.605  -1.7996
H13 0.814 -3.889 -3.589  0.4049
H14 -0.138 -5.107 -2.758  0.4789
H15 1.512 -4.806 -2.255  0.4483
C11 -0.065 -3.980 -0.209  -1.3519
H16 -0.668 -4.897 -0.315  0.5270
H17 -0.582 -3.340 0.519  0.3237
H18 0.905 -4.265 0.216  0.2604
C12 -0.606 -1.451 -3.855  -1.6340
H19 -0.818 -2.477 -4.160  0.3114
H20 -0.838 -0.773 -4.692  0.3575
H21 -1.325 -1.264 -3.056  0.4605
C13 1.473 0.106 -3.665  -1.4314
H22 0.974 0.914 -3.123  0.2259
H23 1.408 0.336 -4.739  0.5567
H24 2.537 0.125 -3.387  0.3119
C14 -3.553 3.359 1.832  -1.8689
H25 -3.515 4.079 1.012  0.4579
H26 -3.130 3.834 2.724  0.4410
H27 -4.607 3.150 2.046  0.4924
C15 -2.823 1.134 2.762  -1.3320
H28 -2.193 1.539 3.563  0.2609
C16 -0.564 3.246 -1.791  -1.8671
H29 -2.484 0.117 2.527  0.1640
H30 -3.846 1.031 3.157  0.5533
C17 -3.015 2.759 -1.393  -1.4270
H31 -0.382 2.227 -2.119  0.0209
H32 -0.828 3.839 -2.675  0.6244
H33 0.406 3.602 -1.430  0.2141
C18 -1.711 3.269 -0.777  0.0926
H34 -3.171 3.218 -2.373  0.4420
H35 -3.892 2.980 -0.775  0.3336
H36 -2.988 1.675 -1.547  0.2468
C19 0.811 4.261 0.791  -1.5900
H37 1.533 3.489 0.503  0.3421
H38 1.333 4.991 1.419  0.5121
H39 0.482 4.803 -0.099  0.3618
C20 0.134 3.260 2.959  -1.5674
H40 0.870 2.450 2.902  0.4274
H41 -0.672 2.959 3.636  0.2559
H42 0.647 4.124 3.407  0.5378
H43 -1.462 0.318 -2.320  0.5551
H44 -0.742 0.502 -2.152  -0.6924
C21 1.118 -2.473 4.127  -0.7532
C22 0.748 -1.136 4.749  -0.6805
C23 0.058 -0.365 3.626  -0.0021
O3 0.576 -0.954 2.366  -0.9211
C24 1.177 -2.284 2.625  0.2174
H45 2.067 -2.842 4.501  0.4051
H46 0.370 -3.229 4.345  0.3063
H47 1.639 -0.601 5.082  0.3924
H48 0.088 -1.274 5.612  0.3647
H49 -1.012 -0.597 3.622  0.1360
H50 0.234 0.721 3.623  -0.1708
H51 2.189 -2.248 2.211  -0.0115
H52 0.579 -3.017 2.065  -0.1425

Force components x, y, z for each atom (eV/Å):
1.4 -2.5 5.5
-11.0 -2.4 -5.9
6.8 0.9 4.7
8.9 5.9 -3.4
-6.1 -3.8 1.8
1.1 -1.3 -2.0
-0.4 0.7 -0.2
0.1 0.0 0.5
0.8 0.4 0.7
0.0 -0.1 0.0
-0.9 -0.2 0.5
0.2 0.0 0.0
-0.6 -0.9 0.3
-0.9 2.2 -0.4
0.2 -0.5 0.1
0.2 0.2 0.1
1.1 0.1 0.9
-0.1 -0.3 -0.1
0.2 -0.2 0.4
-0.4 0.1 -0.1
0.3 0.2 -0.1
0.1 0.0 -0.1
-0.3 -0.4 -0.6
0.1 0.3 0.1
-0.3 0.2 0.1
0.2 -0.1 0.1
0.5 -0.3 -0.3
-0.1 -0.1 0.2
0.0 0.2 0.2
-0.1 0.1 0.0
0.1 -0.3 0.1
0.2 0.3 0.1
-0.2 0.0 0.0
-0.3 0.0 -0.1
-0.4 0.2 -0.4
0.2 0.1 -0.2
0.0 -0.3 0.3
-0.2 0.0 -0.3
0.1 0.0 -0.2
0.0 0.1 -0.2
0.0 -0.1 0.3
-0.3 0.0 -0.2
0.3 0.3 0.2
-0.1 -0.1 0.1
-0.1 -0.1 -0.1
0.2 0.0 -0.1
-0.3 0.2 0.3
-0.2 -0.1 -0.2
0.2 0.2 -0.4
0.0 -0.2 -0.1
0.4 0.0 -0.1
-0.2 0.0 -0.1
-0.1 0.1 -0.3
0.1 -0.1 0.2
-0.5 0.1 -0.1
0.1 -0.3 -0.9
0.0 0.0 0.1
0.2 0.0 -0.3
-0.1 0.1 -0.2
-0.1 0.2 -0.3
0.1 0.3 0.1
-0.1 -0.2 0.0
0.2 0.0 0.3
0.0 0.1 0.5
0.1 0.1 0.0
0.2 0.1 -0.1
-0.2 -0.3 0.0
0.8 0.5 0.0
-0.2 0.1 0.0
-0.2 -0.7 0.0
0.4 0.6 -0.1
-0.8 -0.2 1.1
-0.7 1.4 -2.4
0.5 -0.8 -0.2
0.1 0.0 0.0
-0.1 -0.1 0.1
-0.1 0.0 0.0
0.1 0.2 -0.2
0.3 0.2 0.1
0.0 -0.5 -0.1
-0.4 0.0 0.4
0.3 0.3 0.4

Computed properties:
**LUMO level**: -0.62038 Eh
**Spin multiplicity**: 1
**Molecular weight**: 541.85 g/mol
**Frontier orbital gap**: 0.1989 Eh
**E_tot**: -51685.05362 eV
**Total charge**: +4